This record from OMol25 describes a 3-piece molecular cluster, C6H16O2 overall. The level of theory is ωB97M-V/def2-TZVPD.

Values from the calculation:
SMILES   C=C(CC)CC.O.O
HOMO energy   -0.333 Eh
Lowest unoccupied orbital energy   0.5947 eV

The geometry in ORCA input format:
```
! wB97M-V def2-TZVPD RIJCOSX def2/J DEFGRID3
* xyz 0 1
H -2.71 -1.16 0.28
C 0.25 -0.05 -0.11
O -2.90 -0.35 -0.20
H -0.85 1.56 0.70
H 1.75 0.23 1.47
H 1.75 3.00 1.46
H -1.02 1.41 -1.06
O 2.33 2.70 0.75
C 1.02 -0.50 1.14
H 1.69 2.38 0.10
C -0.52 1.03 -0.18
H 0.08 -1.16 -3.44
H 0.55 -1.93 -1.10
H 1.76 -0.83 -1.36
H -0.59 -1.61 2.04
H -1.18 -0.59 -2.44
H 0.12 0.50 -2.92
C 0.67 -0.86 -1.33
C 0.10 -0.82 2.33
C -0.10 -0.51 -2.58
H 0.68 -1.05 3.22
H -3.80 -0.02 -0.16
H -0.53 0.05 2.55
H 1.46 -1.44 0.82
*
```

The net atomic charges from Mulliken, expressed in e, are: atom 1 (H): 0.293, atom 2 (C): 0.769, atom 3 (O): -0.559, atom 4 (H): 0.218, atom 5 (H): 0.352, atom 6 (H): 0.322, atom 7 (H): 0.274, atom 8 (O): -0.659, atom 9 (C): -0.493, atom 10 (H): 0.326, atom 11 (C): -1.119, atom 12 (H): 0.380, atom 13 (H): 0.356, atom 14 (H): 0.397, atom 15 (H): 0.253, atom 16 (H): 0.302, atom 17 (H): 0.332, atom 18 (C): -0.425, atom 19 (C): -1.115, atom 20 (C): -1.455, atom 21 (H): 0.393, atom 22 (H): 0.268, atom 23 (H): 0.269, atom 24 (H): 0.318


This record from OMol25 describes a 2-piece molecular cluster, C6H16O2 overall. The level of theory is ωB97M-V/def2-TZVPD.

Values from the calculation:
SMILES   CC(C)O.CC(C)O
HOMO energy   -0.369 Eh
Lowest unoccupied orbital energy   0.6305 eV

The geometry in ORCA input format:
```
! wB97M-V def2-TZVPD RIJCOSX def2/J DEFGRID3
* xyz 0 1
H -2.61 1.59 2.66
H 3.59 -3.19 0.47
H -1.91 3.02 3.47
H 4.09 -2.16 -0.91
O 1.56 -1.63 -0.50
O -1.77 4.43 1.16
H -0.93 2.57 1.22
C -2.54 2.69 2.63
H -3.55 3.11 2.76
C 2.04 -2.89 -0.89
H 0.67 -1.85 -0.16
H 2.54 -2.43 -3.09
H 0.82 -2.49 -2.59
H 1.77 -4.00 -2.70
H -3.61 2.78 -0.10
C -1.93 3.03 1.27
C 1.81 -2.94 -2.42
H -1.97 2.62 -0.79
H -1.76 4.64 0.21
C -2.60 2.37 0.08
H -2.68 1.27 0.16
H 1.63 -3.62 -0.16
C 3.48 -3.03 -0.62
H 3.87 -3.92 -1.15
*
```

The net atomic charges from Mulliken, expressed in e, are: atom 1 (H): 0.316, atom 2 (H): 0.326, atom 3 (H): 0.311, atom 4 (H): 0.337, atom 5 (O): -0.537, atom 6 (O): -0.526, atom 7 (H): 0.104, atom 8 (C): -1.179, atom 9 (H): 0.315, atom 10 (C): 0.410, atom 11 (H): 0.318, atom 12 (H): 0.310, atom 13 (H): 0.278, atom 14 (H): 0.328, atom 15 (H): 0.346, atom 16 (C): 0.643, atom 17 (C): -1.063, atom 18 (H): 0.363, atom 19 (H): 0.309, atom 20 (C): -1.346, atom 21 (H): 0.344, atom 22 (H): 0.280, atom 23 (C): -1.304, atom 24 (H): 0.317


This record from OMol25 describes one molecule with the formula C6H16O2Si2. The level of theory is ωB97M-V/def2-TZVPD.

Values from the calculation:
SMILES   CO/C([C@@H](C)OC)=[Si](\C)[SiH3]
HOMO energy (alpha / beta)   -0.270 / -0.270 Eh
Lowest unoccupied orbital energy (alpha / beta)   0.2989 / 0.2990 eV

The geometry in ORCA input format:
```
! wB97M-V def2-TZVPD RIJCOSX def2/J DEFGRID3
* xyz 0 1
H 1.57 -0.81 -1.58
H 1.07 1.78 3.99
H 2.80 2.23 -0.28
C 2.39 2.29 0.73
Si 0.75 1.28 0.99
H -2.39 -2.15 0.79
C -1.46 -2.55 0.34
Si -0.04 1.11 3.40
C -1.74 -0.79 -2.21
H -1.94 -3.35 -0.34
H 0.29 -0.28 3.88
O -0.62 -1.65 -0.14
H -1.09 2.00 4.02
H -0.88 -1.15 -2.90
H -2.11 -0.10 -0.07
H 2.08 3.36 0.89
O 0.46 0.99 -1.73
H 2.44 0.62 -2.32
H 1.18 -0.31 -3.18
H -2.56 -1.45 -2.03
C -1.23 -0.49 -0.71
H -2.06 0.17 -2.52
C 1.40 0.02 -2.21
H 3.03 1.98 1.63
C -0.11 0.59 -0.50
H -0.98 -3.15 1.04
*
```

The net atomic charges from Mulliken, expressed in e, are: atom 1 (H): 0.407, atom 2 (H): -0.160, atom 3 (H): 0.305, atom 4 (C): -0.868, atom 5 (Si): -0.022, atom 6 (H): 0.350, atom 7 (C): -0.834, atom 8 (Si): 0.332, atom 9 (C): -1.300, atom 10 (H): 0.238, atom 11 (H): -0.063, atom 12 (O): -0.290, atom 13 (H): -0.087, atom 14 (H): 0.185, atom 15 (H): 0.460, atom 16 (H): 0.284, atom 17 (O): -0.421, atom 18 (H): 0.206, atom 19 (H): 0.366, atom 20 (H): 0.501, atom 21 (C): 0.159, atom 22 (H): 0.390, atom 23 (C): -0.894, atom 24 (H): 0.257, atom 25 (C): 0.174, atom 26 (H): 0.326


This record from OMol25 describes a 2-piece molecular cluster, C6H16O3 overall. The level of theory is ωB97M-V/def2-TZVPD.

Values from the calculation:
SMILES   CC(C)(C)O.CCOO
HOMO energy   -0.350 Eh
Lowest unoccupied orbital energy   0.7019 eV

The geometry in ORCA input format:
```
! wB97M-V def2-TZVPD RIJCOSX def2/J DEFGRID3
* xyz 0 1
H 0.30 -3.59 0.76
C 1.15 -0.98 0.25
C 0.15 2.90 1.11
C -0.47 -2.82 0.87
H -1.45 -1.81 -1.56
H 1.26 -0.07 -0.34
O 0.50 1.92 -1.12
H 0.15 3.92 -0.81
H 0.66 2.08 1.60
C 0.65 3.08 -0.32
H 1.73 3.25 -0.34
H -0.47 -2.48 1.91
H -1.10 0.88 -0.87
H 1.21 -0.73 1.31
O -1.37 -0.57 0.06
H -0.03 -3.01 -1.76
H -1.43 -3.26 0.63
O -0.89 1.70 -1.39
H -0.92 2.70 1.10
H 0.10 -1.27 -2.18
H 0.33 3.81 1.68
H 1.98 -1.64 0.00
H -1.56 -0.33 0.97
C -0.34 -2.00 -1.51
C -0.16 -1.67 -0.07
*
```

The net atomic charges from Mulliken, expressed in e, are: atom 1 (H): 0.381, atom 2 (C): -1.319, atom 3 (C): -0.972, atom 4 (C): -1.620, atom 5 (H): 0.350, atom 6 (H): 0.228, atom 7 (O): -0.244, atom 8 (H): 0.311, atom 9 (H): 0.192, atom 10 (C): -0.172, atom 11 (H): 0.265, atom 12 (H): 0.411, atom 13 (H): 0.429, atom 14 (H): 0.331, atom 15 (O): -0.646, atom 16 (H): 0.374, atom 17 (H): 0.375, atom 18 (O): -0.420, atom 19 (H): 0.248, atom 20 (H): 0.357, atom 21 (H): 0.387, atom 22 (H): 0.386, atom 23 (H): 0.237, atom 24 (C): -1.502, atom 25 (C): 1.635


Largest force on an atom (eV/Å)
1.4; 2.2; 5.1; 2.4
Energy relative to the best compared isomer or geometry (same formula, charge and spin) (kcal/mol)
22.9; 24.3; 61.1; 64.5